1.
15
Properties=species:S:1:pos:R:3:forces:R:3 method="wB97M-V/def2-TZVPD" charge=-2 e_homo_ev="4.34 / 0.08" spin_multiplicity=2 s2=0.75
C -3.49093 -0.32294 -0.79448 0.86 0.10 1.26
S -1.82516 -1.10824 -0.18474 -1.61 0.14 -0.60
H -3.74236 0.37543 0.03750 0.32 0.29 -0.95
H -3.27533 0.17936 -1.77991 -0.70 -0.43 1.05
H -4.41580 -0.94816 -0.75463 0.86 -0.20 -0.74
C 2.22180 0.66733 -0.48374 -1.17 0.48 -0.45
C 1.92140 -0.32958 0.63424 1.62 0.47 1.41
N 0.87561 0.21866 1.51891 1.93 1.04 -0.05
H 2.00056 1.64792 -0.06757 1.04 0.51 0.02
H 3.11756 0.52714 -1.04304 1.39 0.30 0.11
H 1.56640 0.72778 -1.41706 -0.18 -1.06 1.32
H 1.76181 -1.28479 0.19017 -1.07 -0.87 -0.41
H 2.79486 -0.64337 1.40306 -1.06 1.30 -1.95
H 0.20758 0.79840 1.06696 -0.05 0.90 -1.24
H 0.28200 -0.50495 1.67434 -2.17 -2.97 1.21



2.
33
Properties=species:S:1:pos:R:3:forces:R:3 method="wB97M-V/def2-TZVPD" charge=+1 e_homo_ev=-12.81
C 3.02122 1.46008 0.37702 -0.01 0.35 -0.17
C 2.10337 2.37418 -0.42551 0.54 0.08 0.34
O 0.80613 2.41125 0.23032 0.12 0.04 -0.18
N -0.25951 2.44722 -0.66116 -1.00 -0.14 -0.35
C -1.47873 2.77722 0.16011 0.20 -0.14 0.65
C -1.67466 1.67718 1.20057 -0.20 -0.25 -0.17
N -1.79951 0.34998 0.59264 0.25 0.43 -0.04
C -0.65520 0.05544 -0.26741 -0.55 -0.04 -0.37
C -0.50454 1.11609 -1.33996 0.70 -0.08 0.06
H 2.45088 0.91049 1.11353 -0.10 -0.30 0.06
H 3.55623 0.78951 -0.28370 0.03 -0.25 0.02
H 3.75091 2.05318 0.91425 0.13 0.03 0.12
H 2.50667 3.37889 -0.39962 -0.15 0.34 -0.18
H 2.01488 2.06368 -1.46045 -0.21 -0.14 -0.11
H -0.11882 3.17357 -1.36887 0.18 0.10 0.11
H -2.33788 2.79561 -0.49620 -0.02 0.17 -0.40
H -1.32397 3.74659 0.61862 0.09 0.17 -0.04
H -2.58899 1.89202 1.74207 -0.16 0.10 0.09
H -0.87353 1.69052 1.92682 0.24 -0.08 0.10
H -2.62425 0.39172 -0.00192 -0.10 -0.43 0.17
H 0.25701 -0.03758 0.30691 0.13 0.08 0.28
H -0.79499 -0.89490 -0.77271 -0.11 -0.21 0.00
H -1.41179 1.21343 -1.92339 -0.22 0.20 -0.06
H 0.30314 0.92919 -2.03939 0.22 -0.04 0.04
C -0.90608 -4.64789 0.80125 -0.02 0.12 -0.04
C 0.16783 -4.47082 -0.25418 -0.02 0.00 0.15
O 0.33606 -3.09421 -0.61491 -0.03 0.15 0.03
H -1.85829 -4.25196 0.44671 -0.01 -0.04 -0.03
H -1.03751 -5.70042 1.05135 0.01 0.00 0.01
H -0.64386 -4.10930 1.71541 0.03 -0.06 0.03
H -0.10272 -4.99335 -1.16899 0.03 0.05 -0.06
H 1.12272 -4.87222 0.09597 -0.01 -0.06 -0.04
H 0.59778 -2.62437 0.18483 0.01 -0.11 -0.02



3.
36
Properties=species:S:1:pos:R:3:forces:R:3 method="wB97M-V/def2-TZVPD" charge=+1 e_homo_ev=-13.11
C 0.69766 1.44292 -0.45450 -0.43 0.22 0.31
C 3.33851 -1.40131 0.32003 -0.22 -0.09 -0.10
C 2.32453 -0.92016 1.35440 0.25 0.18 0.05
C 2.98829 -0.85262 -1.06117 0.22 0.11 0.16
C 2.24400 0.61060 1.32735 -0.10 -0.48 0.42
C 2.87914 0.66849 -1.00462 0.09 -0.18 -0.59
C -3.43020 -1.30572 0.63840 0.26 -0.01 -0.03
C -3.09000 -0.86619 -1.82693 0.28 -0.08 0.12
C -2.42265 -1.20563 -0.50101 -0.25 -0.03 0.00
C -1.53370 1.99171 0.21825 -0.18 0.10 -0.56
N 1.88087 1.04986 -0.00653 0.20 0.20 0.00
N -2.52684 2.26405 1.01967 0.00 0.05 0.28
N -0.30570 1.74920 0.58919 0.55 -0.13 0.38
O 0.35388 1.60499 -1.59378 -0.22 0.01 -0.40
H 4.33542 -1.05860 0.60804 0.05 -0.04 0.01
H 3.35539 -2.49071 0.29631 0.08 0.00 0.04
H 1.34018 -1.33907 1.13281 -0.07 -0.01 0.05
H 2.62067 -1.24432 2.35145 -0.07 -0.02 0.07
H 3.75438 -1.13151 -1.78445 -0.04 0.00 -0.06
H 2.03608 -1.26665 -1.39958 -0.02 -0.01 -0.07
H 1.54810 0.96628 2.08671 0.07 0.08 -0.01
H 3.22746 1.03193 1.55558 -0.12 0.07 0.04
H 3.83388 1.11061 -0.70862 -0.05 0.03 -0.01
H 2.57606 1.07854 -1.96724 0.09 0.02 0.14
H -2.92855 -1.47718 1.59192 -0.08 -0.01 0.06
H -4.02495 -0.39367 0.71339 -0.08 0.02 0.05
H -4.11178 -2.13489 0.46338 -0.11 -0.02 0.04
H -3.63387 0.07475 -1.75940 -0.12 0.13 -0.05
H -3.79851 -1.64304 -2.10077 -0.12 -0.04 -0.07
H -2.35052 -0.78334 -2.62008 -0.02 0.04 -0.13
H -1.89654 -2.15785 -0.59754 0.12 0.08 0.03
H -1.70335 1.96969 -0.85997 0.01 -0.02 0.19
H -3.44983 2.44139 0.65039 0.11 -0.03 -0.02
H -2.41258 2.30116 2.02491 -0.09 0.00 -0.12
H -0.04080 1.75965 1.56822 -0.11 -0.01 -0.20
H -1.67412 -0.44336 -0.26420 0.13 -0.13 -0.02



Calculated relative energy (zero: lowest compared OMol25 entry of this formula, charge and spin) in order - 133.8, 0.0, 0.0 kJ/mol
Calculated electronic energy in order - -573.0496, -577.0786, -633.5460 hartree
Calculated strongest force on any atom in order - 3.87, 1.07, 0.68 eV/A